Record 1
Below is the ion C11H13N2O with charge +1 at a distorted geometry, with properties calculated with ωB97M-V/def2-TZVPD.

Net charge ... +1
Structure (SMILES) ... CC(C)c1nco[n+]1-c1ccccc1
Orbital gap ... 8.5 eV
Energy above the lowest of the compared OMol25 structures with the same formula, charge and spin ... 2.5375 eV

CARTESIAN COORDINATES (ANGSTROEM)
C (2.5766, 0.5251, 1.6992)
C (1.8125, -0.2454, 0.6089)
C (2.7510, -1.1331, -0.1907)
C (1.0680, 0.6856, -0.3625)
N (1.7946, 1.4776, -1.1019)
C (0.9851, 2.0904, -1.9139)
O (-0.2382, 1.6322, -1.7788)
N (-0.2300, 0.7373, -0.7788)
C (-1.3456, 0.1462, -0.3039)
C (-1.6088, -0.0833, 1.0789)
C (-2.8630, -0.6672, 1.2706)
C (-3.7243, -1.1789, 0.3072)
C (-3.3570, -1.0026, -1.0614)
C (-2.2526, -0.2361, -1.3119)
H (3.4543, 0.9276, 1.4117)
H (2.8909, -0.2059, 2.4861)
H (1.8573, 1.1671, 2.2189)
H (1.0022, -0.7313, 1.1504)
H (3.3663, -0.3889, -0.9056)
H (2.3469, -1.8373, -0.9550)
H (3.4700, -1.5960, 0.5978)
H (1.2564, 2.8305, -2.7093)
H (-1.0793, 0.4168, 1.8962)
H (-3.2927, -0.6619, 2.2753)
H (-4.6652, -1.4038, 0.7525)
H (-3.8238, -1.2552, -1.9451)
H (-2.1514, -0.0093, -2.4349)

---

Record 2
Below is an isolated molecule of C11H13N3O at a distorted geometry, with properties calculated with ωB97M-V/def2-TZVPD.

Net charge ... 0
Structure (SMILES) ... COc1nc(C)ccc1CN1C[C@H]1C#N
Orbital gap ... 9.6 eV
Energy above the lowest of the compared OMol25 structures with the same formula, charge and spin ... 2.3522 eV

CARTESIAN COORDINATES (ANGSTROEM)
C (2.0807, 0.6214, -2.5861)
O (1.2349, -0.3125, -1.9216)
C (0.1984, 0.1861, -1.1334)
N (-0.0456, 1.5027, -1.2238)
C (-1.0907, 1.9736, -0.5010)
C (-1.2590, 3.4454, -0.4250)
C (-1.9748, 1.1453, 0.1776)
C (-1.7128, -0.2167, 0.2886)
C (-0.5846, -0.6773, -0.3615)
C (-0.1156, -2.1072, -0.2194)
N (1.0118, -2.2719, 0.7025)
C (1.4806, -1.2215, 1.6037)
C (0.7706, -2.5028, 2.1287)
C (-0.4452, -2.3390, 2.9030)
N (-1.4387, -1.9987, 3.4120)
H (1.4739, 1.2391, -3.2718)
H (2.5105, 1.2655, -1.8499)
H (2.8928, 0.0806, -3.1522)
H (-0.6839, 3.9579, -1.2102)
H (-0.8798, 3.7491, 0.5870)
H (-2.3306, 3.7144, -0.5012)
H (-2.8791, 1.5528, 0.6545)
H (-2.3414, -0.8473, 0.8773)
H (0.1837, -2.4712, -1.2484)
H (-0.9404, -2.7424, 0.0924)
H (2.5334, -1.1390, 1.8746)
H (0.9628, -0.2736, 1.7417)
H (1.3878, -3.3130, 2.5619)

---

Record 3
Below is a structure of composition C11H13N4S3W at a distorted geometry, with properties calculated with ωB97M-V/def2-TZVPD.

Net charge ... +1
Orbital gap (alpha / beta) ... 5.1 / 6.2 eV
Multiplicity ... 3

CARTESIAN COORDINATES (ANGSTROEM)
W (7.6577, 8.7032, 6.4040)
N (10.1375, 11.4244, 4.0960)
C (9.3420, 10.8447, 4.9917)
S (9.7650, 9.1849, 5.5740)
N (8.2841, 11.4730, 5.4306)
N (7.7150, 10.8240, 6.4558)
C (6.9248, 11.3663, 7.4043)
C (6.4321, 10.4332, 8.3708)
C (5.2972, 10.5661, 9.2261)
C (4.8873, 9.4924, 9.9899)
C (5.6697, 8.3046, 9.9513)
C (6.7684, 8.1850, 9.1640)
N (7.0240, 9.1964, 8.2815)
H (10.9373, 10.9042, 3.7456)
H (9.8785, 12.3516, 3.7880)
H (6.6122, 12.4091, 7.3769)
H (4.7518, 11.5199, 9.2754)
H (4.0104, 9.4884, 10.6498)
H (5.3672, 7.4745, 10.6035)
H (7.4545, 7.3372, 9.2549)
C (3.8661, 6.5036, 6.2775)
C (5.3503, 6.8298, 6.1207)
S (5.8570, 8.2528, 5.1629)
C (6.3467, 5.9277, 6.5762)
C (5.9719, 4.4824, 6.8858)
S (8.0465, 6.4479, 6.7840)
H (3.3034, 7.2950, 5.7568)
H (3.5477, 6.4533, 7.3646)
H (3.6323, 5.4996, 5.8080)
H (4.9516, 4.3362, 6.5537)
H (6.0066, 4.3155, 7.9738)
H (6.6463, 3.7552, 6.4021)

---

Record 4
Below is a structure of composition C11H13N5O3S at a distorted geometry, with properties calculated with ωB97M-V/def2-TZVPD.

Net charge ... 0
Orbital gap ... 8.5 eV

CARTESIAN COORDINATES (ANGSTROEM)
C (-2.9909, -3.2416, -0.5814)
H (-2.6798, -3.9071, 0.1800)
H (-3.9398, -3.2114, -0.9459)
H (-2.3891, -3.5826, -1.5548)
O (-2.7870, -2.0646, -0.4912)
C (-1.6151, -1.5797, 0.0400)
C (-0.5483, -2.4687, 0.2377)
C (0.7705, -1.8239, 0.2741)
C (0.9004, -0.4741, 0.5562)
C (-0.0787, 0.3204, 0.5740)
C (-1.4323, 0.0788, 0.2705)
N (-2.5324, 0.8878, 0.0435)
C (-3.7499, 0.4780, 0.1821)
N (-4.3016, 1.9136, 0.1318)
N (-3.3411, 2.6491, -0.3088)
N (-2.2824, 2.0535, -0.0275)
H (-4.2405, -0.4083, 0.5975)
H (-0.0272, 1.3629, 0.8745)
S (2.6892, 0.2634, 0.9569)
O (3.4552, -0.8998, 1.2691)
O (2.4301, 1.1127, 1.9824)
N (2.8888, 1.0895, -0.1981)
H (2.5234, 1.9933, -0.3713)
C (2.9896, 0.2792, -1.3821)
C (1.8675, 0.3171, -2.7229)
C (3.1867, 0.9289, -2.8954)
H (3.7529, 0.3046, -3.6495)
H (3.0852, 2.1453, -2.9366)
H (1.5782, -0.8290, -2.8553)
H (1.0216, 0.6788, -2.1612)
H (3.6567, -0.5494, -1.4403)
H (1.6200, -2.5165, 0.3383)
H (-0.5410, -3.3553, -0.1022)

---

Record 5
Below is a structure of composition C11H13N9O6PdS, with properties calculated with ωB97M-V/def2-TZVPD.

Net charge ... 0
Orbital gap (alpha / beta) ... 6.1 / 6.1 eV
Energy above the lowest of the compared OMol25 structures with the same formula, charge and spin ... 0.1963 eV

CARTESIAN COORDINATES (ANGSTROEM)
Pd (1.4183, 0.6783, -0.2506)
N (-1.2037, 0.1624, 0.3779)
N (-1.1810, 0.4924, 1.7397)
C (-0.1356, 1.1586, 2.2703)
N (-0.1011, 1.2233, 3.5937)
N (0.7897, 1.6789, 1.4383)
N (1.8023, 2.4746, 1.9803)
O (2.7984, 2.5477, 1.2990)
O (1.6233, 3.0519, 3.0318)
H (-2.1194, 0.3992, 0.0165)
H (-1.0450, -0.8378, 0.2916)
H (-1.5960, -0.1978, 2.3634)
H (-0.7915, 0.7225, 4.1285)
H (0.5361, 1.8611, 4.0429)
N (2.1672, 0.2215, -2.1111)
C (2.2362, 1.6415, -2.0584)
C (3.4485, 2.3390, -1.9598)
C (3.4050, 3.6694, -1.6351)
C (2.1808, 4.3188, -1.3817)
C (0.9916, 3.6462, -1.5102)
C (0.9913, 2.2877, -1.8571)
S (2.1660, 6.0564, -0.8844)
O (1.0385, 6.1014, 0.0258)
O (3.4705, 6.2265, -0.2811)
O (1.9690, 6.7278, -2.1521)
H (1.4760, -0.1625, -2.7468)
H (3.0590, -0.2489, -2.2135)
H (4.3882, 1.8205, -2.1078)
H (4.3121, 4.2481, -1.5169)
H (0.0648, 4.1756, -1.3336)
H (0.0659, 1.7835, -2.1177)
N (3.3954, -1.4895, 1.5387)
C (2.0551, -1.5743, 1.7200)
O (1.2580, -1.0239, 0.8858)
C (1.5284, -2.2803, 2.8141)
C (0.1433, -2.1689, 3.0468)
N (-0.9912, -1.9867, 3.1749)
C (2.3916, -2.9307, 3.7290)
N (3.1504, -3.4046, 4.4562)
H (3.7325, -0.7542, 0.9392)
H (4.0041, -1.7832, 2.2872)

---

Record 6
Below is the ion C11H13O3 with charge -1 at a distorted geometry, with properties calculated with ωB97M-V/def2-TZVPD.

Net charge ... -1
Orbital gap (alpha / beta) ... 5.0 / 6.1 eV
Multiplicity ... 3

CARTESIAN COORDINATES (ANGSTROEM)
C (2.5097, -2.5963, -0.0812)
C (1.1774, -2.7870, -0.1595)
C (3.1436, -1.3171, 0.0720)
C (0.1872, -1.7417, -0.0757)
C (3.3257, 1.2212, 0.0230)
C (2.6408, -0.1405, -0.3295)
C (0.3772, -0.4633, -0.4452)
C (-0.0510, 1.4765, 1.0157)
C (-2.0096, 0.1794, 0.1341)
C (-0.6149, 1.5973, -1.3989)
C (-0.5947, 0.6756, -0.1764)
O (2.7092, 2.2411, -0.3170)
O (4.4030, 1.1069, 0.6219)
O (1.5035, -0.0932, -1.1539)
H (3.1480, -3.4743, -0.0403)
H (0.7965, -3.8050, -0.1825)
H (4.0987, -1.2681, 0.5787)
H (-0.7625, -2.0271, 0.3549)
H (0.9204, 1.8940, 0.7515)
H (0.0625, 0.8417, 1.8937)
H (-0.7272, 2.2964, 1.2561)
H (-2.0360, -0.3575, 1.0799)
H (-2.6825, 1.0331, 0.2120)
H (-2.3764, -0.4779, -0.6535)
H (0.3936, 1.9662, -1.5649)
H (-1.2776, 2.4440, -1.2292)
H (-0.9473, 1.0563, -2.2835)

---

Record 7
Below is a cluster of 2 separate species, C11H13PS in total at a distorted geometry, with properties calculated with ωB97M-V/def2-TZVPD.

Net charge ... 0
Orbital gap (alpha / beta) ... 7.4 / 7.4 eV
Energy above the lowest of the compared OMol25 structures with the same formula, charge and spin ... 3.5697 eV

CARTESIAN COORDINATES (ANGSTROEM)
C (1.7543, 0.5144, -0.6330)
C (1.7699, -0.7785, -1.2549)
C (2.7245, -2.5026, 1.0992)
C (0.6786, 1.0263, 0.0026)
C (-0.5851, 0.2508, 0.0437)
C (0.8129, -1.6774, -1.2275)
C (-0.3478, 2.9912, 1.0696)
C (0.7139, 2.3456, 0.5912)
C (-1.3338, 0.2071, -1.0583)
C (-0.9452, -0.4046, 1.3466)
C (-2.6482, -0.4754, -1.2156)
P (1.7009, -2.7444, 2.2333)
S (-0.1362, -2.9105, -1.3090)
H (2.6732, 1.0820, -0.7014)
H (2.6667, -1.0492, -1.7981)
H (3.4711, -2.3394, 0.3733)
H (-0.2687, 3.9837, 1.4777)
H (-1.3322, 2.5540, 1.0592)
H (1.6818, 2.8317, 0.6022)
H (-0.9735, 0.7281, -1.9373)
H (-1.7258, 0.1543, 1.8641)
H (-0.0738, -0.4506, 1.9963)
H (-1.3098, -1.4178, 1.1845)
H (-2.9265, -1.0390, -0.3302)
H (-2.6207, -1.1497, -2.0705)
H (-3.4207, 0.2699, -1.4077)

---

Record 8
Below is a structure of composition C11H14AlBrCl2CsF3KN2O9S2 at a distorted geometry, with properties calculated with ωB97M-V/def2-TZVPD.

Net charge ... -1
Orbital gap ... 1.8 eV

CARTESIAN COORDINATES (ANGSTROEM)
F (-2.2116, -4.1123, 1.9961)
C (-0.9603, -4.5525, 1.9635)
F (-0.6626, -4.9029, 0.7122)
F (-0.9274, -5.6512, 2.7590)
C (0.0463, -3.5047, 2.4157)
C (1.3325, -3.9215, 2.5336)
C (2.3797, -3.1127, 2.9154)
C (2.0701, -1.6982, 3.1816)
C (0.7300, -1.2840, 3.0332)
N (0.2745, -0.0336, 3.1971)
S (-1.2790, -0.0511, 2.9052)
N (-1.5149, -1.5937, 2.5634)
C (-0.3147, -2.1768, 2.6509)
H (1.5904, -4.9473, 2.3039)
H (3.4084, -3.5271, 2.9685)
H (2.8452, -0.9615, 3.4766)
O (-2.7046, 1.0347, -0.7448)
S (-3.5305, -0.2119, -0.5595)
O (-2.7505, -1.3523, -0.9124)
O (-4.7429, -0.1057, -1.5015)
O (-4.0130, -0.2682, 0.8367)
O (-0.6060, 0.8130, -2.5568)
H (-1.2372, 0.9498, -1.7767)
H (-0.8409, 1.3819, -3.3056)
H (-0.5541, -0.2454, -2.8323)
Al (-5.0774, 1.6951, -1.9287)
Br (-4.6721, -2.1450, 1.8273)
Cl (0.1967, -1.4907, -2.0243)
Cl (-2.8888, 0.7144, 5.0014)
Cs (-2.2652, 0.8152, -4.3294)
K (2.3342, -2.5572, 5.4052)
C (1.9328, 5.2569, -1.1609)
C (1.7525, 5.4498, -2.6582)
C (1.7850, 6.9231, -3.0352)
O (0.5101, 4.8743, -3.0719)
H (1.1256, 5.7465, -0.6091)
H (1.8995, 4.1980, -0.9044)
H (2.8843, 5.6679, -0.8213)
H (2.5390, 4.9171, -3.1935)
H (0.9731, 7.4648, -2.5421)
H (1.6469, 7.0467, -4.1102)
H (2.7322, 7.3829, -2.7502)
H (-0.1975, 5.3336, -2.6079)
C (1.7271, -5.7921, -1.2133)
O (1.4117, -5.1733, -2.2454)
O (2.2698, -5.2435, -0.1907)
O (1.5538, -7.0494, -1.0604)